w) This record from the OMol25 dataset describes 3 unconnected molecules or ions with the total composition C3H10N2O2. The level of theory is wB97M-V/def2-TZVPD.

Geometry as XYZ:
```
17
C3H10N2O2 (wB97M-V/def2-TZVPD)
N 0.01 0.23 -1.34
C 0.13 0.71 0.01
C -1.26 0.81 0.69
C 0.96 -0.30 0.84
N 1.36 -1.38 0.15
O 1.09 -0.06 2.05
H 0.79 -0.40 -1.56
H 4.71 -0.14 -0.01
H 0.68 1.65 0.12
H -1.69 -0.19 0.66
H -1.10 1.01 1.75
H -1.92 1.46 0.13
H 1.73 -1.98 0.91
H 4.56 0.51 -0.30
H -0.92 -0.08 -1.72
H -3.38 -0.34 -2.46
O -2.62 -0.14 -1.89
```

Computed properties:
- spin multiplicity = 2
- net charge = +1
- HOMO energy (spin up / spin down) (Ha) = -0.5822 / -0.5668
- frontier orbital gap (spin up / spin down) (eV) = 7.6 / 7.8
- LUMO energy (spin up / spin down) (eV) = -8.198 / -7.636

Results of the Löwdin charge analysis, in e, for atoms 1 through 4: 0.3272, -0.2702, -0.0175, -0.4777

---

x) This record from the OMol25 dataset describes 2 unconnected molecules or ions with the total composition C3H10N2O2. The level of theory is wB97M-V/def2-TZVPD.

Geometry as XYZ:
```
17
C3H10N2O2 (wB97M-V/def2-TZVPD)
N 1.84 -2.65 -1.42
C 1.27 -1.65 -0.76
O 1.96 -0.72 -0.22
O 0.05 -1.54 -0.56
H 1.19 -3.18 -2.00
H 2.74 -2.46 -1.83
C -1.93 0.96 0.02
N -0.76 0.60 0.85
C 0.23 1.69 1.09
H -2.36 0.06 -0.41
H -2.68 1.49 0.60
H -1.63 1.58 -0.82
H -0.30 -0.19 0.33
H -1.09 0.22 1.73
H 0.79 1.85 0.17
H 0.95 1.34 1.84
H -0.28 2.59 1.40
```

Computed properties:
- spin multiplicity = 2
- net charge = +1
- HOMO energy (spin up / spin down) (Ha) = -0.5724 / -0.5674
- frontier orbital gap (spin up / spin down) (eV) = 12.8 / 8.1
- LUMO energy (spin up / spin down) (eV) = -2.817 / -7.297

Results of the Löwdin charge analysis, in e, for atoms 1 through 4: 0.2358, -0.6973, 0.2387, 0.1170

---

Least stable of them? w).

---

w) This record from the OMol25 dataset describes 3 unconnected molecules or ions with the total composition C4H9NO3. The level of theory is wB97M-V/def2-TZVPD.

Geometry as XYZ:
```
17
C4H9NO3 (wB97M-V/def2-TZVPD)
N 1.10 -1.85 0.68
C 1.44 -0.73 0.02
O 2.56 -0.29 -0.09
H 1.78 -2.30 1.27
H 0.14 -2.13 0.79
H 0.53 -0.24 -0.73
O 0.07 1.92 0.87
C 0.36 0.98 1.59
O -0.57 0.10 2.04
H 1.27 0.93 2.19
H -1.41 0.28 1.59
C -0.55 0.72 -1.66
C -1.78 0.21 -1.73
H -0.28 1.36 -0.74
H -0.03 1.03 -2.55
H -2.39 0.07 -0.86
H -2.24 -0.04 -2.68
```

Computed properties:
- spin multiplicity = 1
- SMILES = NC=O.O=CO.C=C
- HOMO energy (Ha) = -0.3282
- frontier orbital gap (eV) = 9.4
- LUMO energy (eV) = 0.502

Results of the Löwdin charge analysis, in e, for atoms 1 through 4: 0.1289, -0.4889, 0.0202, 0.1125

---

x) This record from the OMol25 dataset describes 2 unconnected molecules or ions with the total composition C4H9NO3. The level of theory is wB97M-V/def2-TZVPD.

Geometry as XYZ:
```
17
C4H9NO3 (wB97M-V/def2-TZVPD)
C -1.76 -0.18 -0.30
C -0.61 -0.52 -1.36
O -1.02 -1.11 -2.40
N 0.76 -0.51 -1.01
C 1.27 -0.07 0.24
C 0.84 -0.95 1.42
O 1.28 -0.72 2.50
H -1.66 0.92 -0.24
H -2.69 -0.37 -0.88
H -1.74 -0.81 0.66
H 1.35 -1.05 -1.69
H 2.42 0.14 0.37
H 0.92 1.03 0.54
H 0.11 -1.78 1.27
O -0.54 3.00 0.68
H 0.13 3.61 1.03
H -0.30 2.84 -0.23
```

Computed properties:
- spin multiplicity = 1
- SMILES = CC(=O)NCC=O.O
- HOMO energy (Ha) = -0.3552
- frontier orbital gap (eV) = 10.0
- LUMO energy (eV) = 0.363

Results of the Löwdin charge analysis, in e, for atoms 1 through 4: 0.0078, -0.4387, -0.0085, 0.0174

---

y) This record from the OMol25 dataset describes 2 unconnected molecules or ions with the total composition C4H9NO3. The level of theory is wB97M-V/def2-TZVPD.

Geometry as XYZ:
```
17
C4H9NO3 (wB97M-V/def2-TZVPD)
C -0.94 -0.25 -0.29
C -0.58 -1.13 0.85
C -1.66 1.03 0.00
N 0.98 0.68 -0.49
C 2.16 0.21 0.13
O 0.51 -0.12 -1.59
O 2.52 -0.96 -0.37
O 2.71 0.83 1.01
H 1.88 -1.09 -1.13
H 0.95 1.68 -0.64
H -1.37 -0.79 -1.12
H -1.24 1.55 0.86
H -0.13 -0.57 1.68
H -1.51 -1.59 1.20
H 0.10 -1.92 0.55
H -2.70 0.75 0.23
H -1.68 1.68 -0.87
```

Computed properties:
- spin multiplicity = 1
- HOMO energy (Ha) = -0.3291
- frontier orbital gap (eV) = 9.2
- LUMO energy (eV) = 0.234

Results of the Löwdin charge analysis, in e, for atoms 1 through 4: -0.1904, -0.0497, -0.0603, -0.0677

---

Least stable of them? y).

---

w) This record from the OMol25 dataset describes C4H9NO3 in the gas phase. The level of theory is wB97M-V/def2-TZVPD.

Geometry as XYZ:
```
17
C4H9NO3 (wB97M-V/def2-TZVPD)
C -1.07 -0.50 -0.73
C 0.51 -0.24 0.25
C 0.43 -1.15 1.45
N 1.63 -0.40 -0.54
O 0.34 1.09 0.62
C -0.23 1.75 -0.53
O 0.36 1.89 -1.56
O -1.22 2.56 -0.11
H -1.88 -0.56 -0.02
H -1.35 -0.03 -1.67
H -0.84 -1.52 -1.05
H -0.51 -1.00 1.96
H 0.52 -2.19 1.14
H 1.25 -0.90 2.13
H 1.66 0.22 -1.35
H 1.85 -1.36 -0.78
H -1.47 2.34 0.79
```

Computed properties:
- spin multiplicity = 1
- SMILES = CC(C)(N)OC(=O)O
- HOMO energy (Ha) = -0.3303
- frontier orbital gap (eV) = 9.6
- LUMO energy (eV) = 0.642

Results of the Löwdin charge analysis, in e, for atoms 1 through 4: 0.0011, -0.5719, -0.0124, 0.1198

---

x) This record from the OMol25 dataset describes 2 unconnected molecules or ions with the total composition C4H9NO3. The level of theory is wB97M-V/def2-TZVPD.

Geometry as XYZ:
```
17
C4H9NO3 (wB97M-V/def2-TZVPD)
O -1.78 0.93 1.28
C -0.75 1.14 0.70
N -0.52 1.80 -0.46
C -0.67 0.74 -1.43
O -1.76 -0.19 -1.30
C 0.45 0.32 1.21
C 0.17 -1.22 1.04
O 2.01 -0.67 -0.86
H 2.77 -0.97 -1.36
H 0.32 0.14 -1.45
H -0.88 1.25 -2.37
H -2.07 0.03 -0.34
H 0.88 0.86 2.06
H 1.24 0.44 0.46
H -0.86 -1.45 0.82
H 0.64 -1.75 1.86
H 0.82 -1.38 0.14
```

Computed properties:
- spin multiplicity = 1
- HOMO energy (Ha) = -0.3477
- frontier orbital gap (eV) = 5.2
- LUMO energy (eV) = -4.289

Results of the Löwdin charge analysis, in e, for atoms 1 through 4: 0.1095, -0.5391, 0.3012, -0.2237

---

Least stable of them? x).